Here is a 14-piece molecular cluster, C30H28Cl52N3O3S overall from the OMol25 dataset. Energies are from wB97M-V/def2-TZVPD.

Results
HOMO energy: -10.903 eV
Gap between HOMO and LUMO: 6.97 eV
E: -704167.7292 eV

Geometry as ORCA input:
```
! wB97M-V def2-TZVPD RIJCOSX def2/J DEFGRID3
* xyz 1 1
C 2.058 -2.566 -1.246
N 2.008 -2.911 0.196
C 3.333 -2.585 0.776
C 1.005 -2.247 0.909
O 1.035 -2.198 2.125
C -0.188 -1.599 0.210
C -0.126 -0.100 0.380
C 1.085 0.556 0.261
N 1.170 1.887 0.417
C 0.121 2.681 0.689
C 0.302 4.151 0.837
C 1.517 4.552 1.674
C 2.882 4.491 0.979
C 2.898 4.743 -0.520
N 4.197 4.240 -1.025
C -1.123 2.069 0.804
C -1.251 0.697 0.656
C -2.592 0.031 0.796
O -2.867 -0.573 1.797
O -3.469 0.141 -0.221
C -2.917 0.292 -1.540
C -3.971 -0.078 -2.589
C -3.619 -1.441 -3.220
S -5.045 -2.345 -3.875
H 2.741 -3.267 -1.713
H 1.111 -2.696 -1.749
H 2.490 -1.576 -1.405
H 3.413 -1.534 1.053
H 4.071 -2.760 0.004
H 3.578 -3.223 1.612
H -1.066 -1.929 0.751
H -0.298 -1.876 -0.830
H 1.993 0.022 0.043
H 2.084 2.322 0.308
H 0.250 4.631 -0.136
H -0.571 4.494 1.383
H 1.311 5.502 2.150
H 1.575 3.839 2.489
H 3.518 5.254 1.419
H 3.352 3.526 1.180
H 2.138 4.188 -1.065
H 2.842 5.807 -0.745
H 4.936 4.611 -0.442
H 4.343 4.540 -1.978
H -1.999 2.659 1.014
H -2.049 -0.338 -1.710
H -2.638 1.331 -1.707
H -4.954 -0.145 -2.142
H -3.930 0.681 -3.359
H -2.885 -1.307 -4.005
H -3.165 -2.058 -2.446
H -5.939 -2.067 -2.913
C -5.744 0.360 4.551
Cl -4.547 1.571 5.030
Cl -5.453 -1.135 5.444
Cl -7.365 0.960 4.907
Cl -5.579 0.058 2.819
C 6.188 -5.938 0.593
Cl 7.709 -6.302 -0.219
Cl 5.649 -7.344 1.509
Cl 6.421 -4.571 1.693
Cl 4.961 -5.517 -0.614
C 3.120 1.874 4.626
Cl 3.875 2.081 3.017
Cl 1.930 0.588 4.539
Cl 4.365 1.482 5.805
Cl 2.318 3.374 5.110
C 4.236 0.782 -3.766
Cl 5.130 -0.727 -3.933
Cl 3.144 0.656 -2.360
Cl 5.346 2.117 -3.515
Cl 3.272 1.068 -5.215
C -8.740 -0.390 -4.630
Cl -10.376 0.160 -4.978
Cl -8.260 0.155 -3.014
Cl -8.684 -2.155 -4.689
Cl -7.624 0.272 -5.828
C -10.212 2.106 7.540
Cl -11.299 0.872 6.900
Cl -8.941 1.336 8.494
Cl -9.477 2.992 6.196
Cl -11.118 3.227 8.556
C 11.864 -6.237 -1.626
Cl 13.177 -7.282 -2.166
Cl 12.121 -5.775 0.057
Cl 11.803 -4.790 -2.638
Cl 10.329 -7.110 -1.752
C -0.585 -0.489 7.479
Cl 0.135 1.104 7.755
Cl -1.336 -1.060 8.968
Cl -1.808 -0.365 6.208
Cl 0.676 -1.622 6.978
C -5.120 -5.116 -7.027
Cl -4.702 -4.263 -8.516
Cl -5.578 -6.777 -7.408
Cl -3.720 -5.129 -5.947
Cl -6.473 -4.295 -6.243
C 7.080 5.036 -6.167
Cl 5.837 3.778 -6.154
Cl 7.111 5.831 -4.584
Cl 8.652 4.305 -6.486
Cl 6.712 6.226 -7.415
C -3.725 5.791 5.024
Cl -2.462 4.647 4.521
Cl -3.279 6.504 6.572
Cl -3.880 7.062 3.808
Cl -5.253 4.929 5.183
C -13.120 1.600 -7.578
Cl -12.347 0.040 -7.877
Cl -13.976 1.540 -6.033
Cl -11.885 2.863 -7.516
Cl -14.263 1.954 -8.874
C 12.229 -7.505 4.169
Cl 13.771 -7.845 3.381
Cl 11.697 -8.927 5.068
Cl 12.421 -6.142 5.277
Cl 11.024 -7.098 2.941
*
```